No. 1
15
Properties=species:S:1:pos:R:3:lowdin_charge:R:1 method="wB97M-V/def2-TZVPD" charge=+1 relative_energy_kj_mol=744.5 spin_multiplicity=1 total_energy_ev=-7827.972 homo_ev=-13.01 smiles="C[NH2+]C=C=C1C=C1"
C 1.077 -0.199 -1.372 -0.1655
C 1.392 0.389 -0.259 0.0323
C 0.525 -0.750 -2.621 0.1116
C -0.197 0.153 -1.991 0.0348
C 0.699 1.060 0.603 -0.1428
C -0.712 -0.843 1.278 0.0195
N -0.181 0.490 1.621 0.0029
H 0.835 -1.196 -3.559 0.1227
H -1.205 0.658 -1.956 0.1641
H 0.924 2.073 0.845 0.1148
H -1.623 -1.110 1.661 0.0797
H -0.810 -0.659 0.132 0.1178
H -0.093 -1.642 1.407 0.0818
H 0.374 0.530 2.624 0.2690
H -1.005 1.046 1.587 0.1574



No. 2
15
Properties=species:S:1:pos:R:3:lowdin_charge:R:1 method="wB97M-V/def2-TZVPD" charge=+1 relative_energy_kj_mol=649.2 spin_multiplicity=1 total_energy_ev=-7828.960 homo_ev=-13.05
C 2.631 -1.422 -0.299 0.3254
C -1.251 -0.803 -0.253 0.0647
C -2.090 -0.933 0.716 0.1268
C -0.511 -0.186 -1.354 -0.0541
C 0.592 -0.032 -0.256 -0.3031
C 0.540 1.305 0.503 0.0094
N 1.612 -0.815 -0.167 0.1094
H 3.362 -1.941 0.129 0.0660
H -1.931 -0.844 1.697 0.0569
H -3.051 -1.315 0.604 0.0874
H -0.195 -0.630 -2.327 0.1479
H -0.747 0.791 -1.681 0.1115
H 1.479 1.649 0.858 0.0780
H -0.158 1.194 1.372 0.1023
H 0.163 2.067 -0.123 0.0716



No. 3
15
Properties=species:S:1:pos:R:3:lowdin_charge:R:1 method="wB97M-V/def2-TZVPD" charge=+1 relative_energy_kj_mol=531.7 spin_multiplicity=1 total_energy_ev=-7830.178 homo_ev=-13.99 smiles="C=CC=C=[N+]=CC"
C 0.525 0.148 -0.184 0.0179
C -1.063 0.885 1.669 -0.0225
C 1.650 -2.303 -2.433 0.0490
C 0.715 -1.485 -1.918 -0.1960
C 0.722 -0.104 -1.458 -0.0089
C -1.224 2.073 2.473 -0.0103
N -0.300 0.436 0.654 0.1654
H -1.720 0.033 2.085 0.1732
H 2.800 -2.152 -2.594 0.1164
H 1.242 -3.364 -2.664 0.1047
H -0.303 -1.901 -1.841 0.1239
H 0.665 0.905 -2.005 0.1820
H -2.221 2.318 2.562 0.0804
H -0.892 1.653 3.458 0.1443
H -0.597 2.857 2.196 0.0805



No. 4
16
Properties=species:S:1:pos:R:3:lowdin_charge:R:1 method="wB97M-V/def2-TZVPD" relative_energy_kj_mol=640.9 spin_multiplicity=1 total_energy_ev=-9325.065 homo_ev=-8.57
C -2.150 -0.253 0.075 -0.0055
C 0.967 0.073 -1.051 -0.1958
C 1.734 -0.681 0.267 -0.0031
C 0.293 -0.542 0.737 -0.2779
C -0.221 0.943 0.627 -0.1455
C 0.368 1.363 -0.480 -0.0732
H -1.907 -0.565 1.089 0.0494
H -3.125 0.061 -0.100 0.0409
H 1.211 -0.006 -2.030 0.0892
H 1.806 -1.826 -0.158 0.1643
H 2.532 -0.087 0.675 0.0865
H -0.335 -1.188 1.541 0.1587
H -0.381 1.606 1.520 0.1252
H 0.610 2.381 -0.994 0.1392
N -1.322 -0.398 -1.034 0.0096
N -0.079 -0.881 -0.683 -0.1623



No. 5
16
Properties=species:S:1:pos:R:3:lowdin_charge:R:1 method="wB97M-V/def2-TZVPD" relative_energy_kj_mol=533.9 spin_multiplicity=1 total_energy_ev=-9326.175 homo_ev=-9.26 smiles="C1=C[C@H]2CN2C=NC1"
C -0.261 -0.266 1.679 -0.2798
C -0.458 -1.404 0.784 -0.1416
C -0.207 -1.421 -0.475 -0.0836
C 0.736 -0.443 -0.881 -0.4267
C 0.490 0.512 -1.805 -0.1378
C -0.311 1.295 0.112 -0.2363
H -0.645 -0.490 2.665 0.0941
H 0.971 -0.170 1.719 0.1771
H -1.204 -2.038 1.382 0.1358
H -0.470 -2.320 -1.200 0.1680
H 1.738 -0.854 -0.881 0.1529
H 1.553 0.828 -2.392 0.1879
H -0.585 0.706 -2.098 0.1459
H -1.082 2.051 -0.427 0.1554
N 0.929 0.928 -0.487 0.0246
N -0.958 0.879 1.167 0.0642



No. 6
17
Properties=species:S:1:pos:R:3:lowdin_charge:R:1 method="wB97M-V/def2-TZVPD" relative_energy_kj_mol=306.8 spin_multiplicity=1 total_energy_ev=-11376.167 homo_ev=-9.57
C 0.197 -0.252 1.293 -0.0653
C -2.061 0.831 -0.344 -0.0819
N -1.197 -0.317 -0.580 -0.0277
C -0.684 -1.161 0.441 -0.4821
C 0.889 0.471 0.166 -0.3940
N 0.944 1.728 0.082 0.1465
C 1.962 -0.554 -0.466 -0.0244
C 2.998 -1.084 -0.791 0.1043
O -0.708 -2.360 0.392 0.1087
H -1.383 -0.827 -1.436 0.1379
H 1.484 2.093 -0.699 0.0708
H 0.875 -0.848 1.900 0.1283
H -0.425 0.430 1.876 0.1225
H -2.344 1.268 -1.300 0.0882
H -2.966 0.571 0.210 0.0858
H -1.500 1.591 0.200 0.0614
H 3.918 -1.580 -0.943 0.0210



No. 7
17
Properties=species:S:1:pos:R:3:lowdin_charge:R:1 method="wB97M-V/def2-TZVPD" relative_energy_kj_mol=247.9 spin_multiplicity=1 total_energy_ev=-11376.778 homo_ev=-8.84
C 1.125 1.370 0.757 -0.0068
N 0.399 0.114 0.753 -0.1180
C 0.520 -0.843 1.710 -0.0899
C -0.330 -1.896 1.413 -0.0799
C -0.928 -1.596 0.169 -0.0278
C -0.477 -0.334 -0.211 -0.2235
C -0.917 0.453 -1.344 -0.2729
N -1.647 1.434 -1.596 0.1176
H 0.437 2.215 0.875 0.0987
H 1.834 1.355 1.590 0.0911
H 1.675 1.494 -0.183 0.0951
H 1.190 -0.696 2.554 0.1212
H -0.516 -2.763 2.041 0.0980
H -1.638 -2.216 -0.376 0.1140
O -0.171 0.333 -2.804 -0.1456
H 0.708 0.000 -2.590 0.0478
H -1.264 1.576 -2.758 0.1810



HOMO-LUMO gap: 9.3, 8.1, 8.3, 9.2, 10.1, 10.4, 9.6 (eV)